No. 1
Here is the ion C5H4F3N2 with charge +1 in a non-equilibrium geometry from OMol25. Energies are from ωB97M-V with the def2-TZVPD basis set.

Last column: Löwdin charge in e.
Geometry (Å):
C  -1.088  -3.666  -1.053  0.389
C  -0.070  -0.674  -0.079  -0.032
C  -1.133  -1.533  0.216  -0.250
C  0.036  0.672  0.442  -0.336
C  1.275  2.754  0.295  -0.050
N  1.045  1.358  0.073  0.130
N  -1.140  -2.732  -0.358  0.223
F  0.903  -1.033  -0.944  0.147
F  -2.215  -1.230  0.870  0.191
F  -0.889  1.120  1.228  0.177
H  -1.067  -4.391  -1.842  0.148
H  1.999  2.944  1.105  0.120
H  0.397  3.250  0.456  0.063
H  1.947  3.162  -0.409  0.080

Force components x, y, z for each atom (eV/Å):
C -0.022 2.631 1.845
C -0.852 -1.473 -0.224
C 2.453 2.331 -0.504
C 3.610 2.282 -1.309
C 2.091 -1.462 1.250
N -0.713 -1.605 -0.328
N 0.011 -3.833 -3.102
F -1.722 -0.101 1.513
F -0.265 0.209 0.607
F -1.707 0.043 0.962
H -0.029 -0.425 0.048
H -0.709 -0.632 0.756
H -2.073 1.757 0.369
H -0.073 0.279 -1.881

Properties
LUMO	-6.23	eV
highest occupied orbital energy	-13.86	eV
multiplicity	1
SMILES	C#[N+]/C(F)=C(F)/C(F)=N/C
charge	+1

=====

No. 2
Here is a structure of composition C5H4FNO in a non-equilibrium geometry from OMol25. Energies are from ωB97M-V with the def2-TZVPD basis set.

Last column: Löwdin charge in e.
Geometry (Å):
C  0.297  0.945  -0.540  -0.209
C  -1.040  1.200  -0.577  0.067
C  -1.735  0.062  0.010  -0.456
C  0.611  -0.447  0.027  -0.253
C  1.871  -0.781  0.410  0.084
H  -1.631  1.902  -1.200  0.140
H  -0.934  -1.533  1.404  0.278
H  2.723  -0.121  0.185  0.072
H  2.190  -1.760  0.711  0.053
N  -0.737  -1.047  0.205  0.062
O  -2.908  -0.145  0.305  0.055
F  1.293  1.726  -0.941  0.107

Force components x, y, z for each atom (eV/Å):
C -0.893 -1.122 0.529
C 0.563 0.115 -1.301
C -0.736 -2.950 1.015
C -0.649 1.463 0.959
C -0.905 0.234 -1.367
H 0.834 -0.052 0.950
H 0.908 1.938 -5.095
H -0.795 -0.035 0.076
H -0.381 -0.355 0.462
N 0.493 0.094 4.477
O 2.139 1.018 -0.695
F -0.578 -0.348 -0.010

Properties
LUMO	-0.36	eV
highest occupied orbital energy	-9.43	eV
multiplicity	1

=====

No. 3
Here is the molecule C5H4FNS in a non-equilibrium geometry from OMol25. Energies are from ωB97M-V with the def2-TZVPD basis set.

Last column: Löwdin charge in e.
Geometry (Å):
C  -0.191  0.874  -0.141  -0.441
C  -0.612  -0.375  0.008  -0.334
C  0.277  -1.444  0.252  -0.293
C  1.219  1.179  -0.159  -0.496
C  -2.131  -0.544  -0.110  -0.078
H  0.613  -2.042  1.345  0.169
H  0.000  -2.270  -0.442  0.086
H  1.715  1.897  -0.898  0.117
H  1.509  1.711  0.866  0.140
N  -3.331  -0.426  -0.464  0.118
F  -0.983  1.838  0.091  0.163
S  1.915  -0.399  -0.347  0.849

Force components x, y, z for each atom (eV/Å):
C 0.437 -0.724 0.729
C -4.769 0.557 0.597
C 4.065 -2.795 0.540
C 2.377 2.642 1.672
C -6.586 1.425 -2.560
H -1.557 2.465 -2.845
H 0.948 0.356 0.328
H -1.430 -1.016 0.441
H -0.693 -1.183 -1.705
N 8.998 -1.175 2.901
F -2.158 2.822 -0.419
S 0.367 -3.375 0.323

Properties
LUMO	0.05	eV
highest occupied orbital energy	-9.33	eV
multiplicity	1
SMILES	N#CC1=C(F)CSC1

=====

No. 4
Here is a structure of composition C5H4I2 in a non-equilibrium geometry from OMol25. Energies are from ωB97M-V with the def2-TZVPD basis set.

Last column: Löwdin charge in e.
Geometry (Å):
C  0.507  -0.617  1.447  -0.400
C  1.295  -0.328  2.392  0.166
C  -0.346  -1.028  0.357  -0.171
C  0.735  0.844  0.967  -0.747
C  -0.258  0.413  -0.167  -0.727
I  2.645  1.275  -0.084  0.770
I  -2.138  1.571  -0.030  0.762
H  0.115  -1.792  -0.203  0.108
H  -1.361  -1.406  0.579  0.120
H  0.259  1.752  1.547  0.098
H  0.057  0.808  -1.147  0.022

Force components x, y, z for each atom (eV/Å):
C 0.162 -1.124 1.673
C 0.060 -0.129 0.557
C -1.501 -0.135 -0.641
C -0.620 3.490 -0.419
C -0.728 1.562 -0.286
I -0.709 0.117 0.645
I 0.456 -0.535 0.122
H 0.641 -0.737 -1.163
H 0.493 0.483 0.204
H 1.775 -1.756 -1.017
H -0.030 -1.235 0.326

Properties
LUMO	-0.44	eV
highest occupied orbital energy	-9.63	eV
multiplicity	1